Record 1
Density functional theory data (ωB97M-V with the def2-TZVPD basis set) for a single C3H3N3O2 molecule at a distorted geometry.

Structure (SMILES): O=[N+]([O-])c1ccn[nH]1
Total energy in eV: -11720.3870
HOMO-LUMO gap in eV: 8.87

Bonds (Å) are listed after each position.
CARTESIAN COORDINATES (ANGSTROEM)
1 C 0.182 0.363 -1.234  C2 1.364, C3 1.636, H9 1.065
2 C -0.843 1.234 -1.010  C1 1.364, N4 1.342, H10 1.072
3 C 0.286 -0.332 0.243  C1 1.636, N5 1.335, N6 1.389
4 N -1.336 1.201 0.237  C2 1.342, N5 1.303
5 N -0.675 0.305 0.915  C3 1.335, N4 1.303, H11 1.016
6 N 1.054 -1.371 0.753  C3 1.389, O7 1.213, O8 1.224
7 O 1.886 -1.901 0.047  N6 1.213
8 O 0.806 -1.675 1.913  N6 1.224
9 H 0.820 0.128 -2.055  C1 1.065
10 H -1.298 1.912 -1.705  C2 1.072
11 H -0.882 0.135 1.895  N5 1.016



Record 2
Density functional theory data (ωB97M-V with the def2-TZVPD basis set) for a single C3H3N3O2 molecule at a distorted geometry.

Structure (SMILES): O=C1N=N/C(=C/O)N1
Total energy in eV: -11722.1794
HOMO-LUMO gap in eV: 8.24

Bonds (Å) are listed after each position.
CARTESIAN COORDINATES (ANGSTROEM)
1 C -1.943 0.351 -0.066  C2 1.354, H5 1.061, O10 1.313
2 C -0.644 0.369 0.312  C1 1.354, N7 1.417, N9 1.455
3 C 1.513 -0.333 -0.062  N7 1.410, N8 1.417, O11 1.244
4 H -3.679 -0.728 -0.506  O10 1.128
5 H -2.479 1.259 0.055  C1 1.061
6 H -0.235 -1.617 0.494  N7 0.997
7 N 0.199 -0.766 0.209  C2 1.417, C3 1.410, H6 0.997
8 N 1.436 1.080 -0.147  C3 1.417, N9 1.281
9 N 0.238 1.493 0.035  C2 1.455, N8 1.281
10 O -2.618 -0.774 -0.125  C1 1.313, H4 1.128
11 O 2.585 -0.961 -0.102  C3 1.244



Record 3
Density functional theory data (ωB97M-V with the def2-TZVPD basis set) for a single C3H3N3O2 molecule at a distorted geometry.

Structure (SMILES): O=c1cc(O)[nH]nn1
Total energy in eV: -11722.0082
HOMO-LUMO gap in eV: 9.19

Bonds (Å) are listed after each position.
CARTESIAN COORDINATES (ANGSTROEM)
1 C 1.068 -0.303 0.044  C2 1.364, N9 1.442, O10 1.427
2 C -0.052 -1.060 -0.141  C1 1.364, C3 1.466, H5 1.077
3 C -1.327 -0.367 0.065  C2 1.466, N7 1.475, O11 1.246
4 H 2.240 -1.873 -0.037  O10 1.026
5 H -0.125 -2.123 -0.296  C2 1.077
6 H 1.974 1.510 0.333  N9 1.035
7 N -1.158 1.066 -0.244  C3 1.475, N8 1.230
8 N -0.123 1.730 -0.207  N7 1.230, N9 1.448
9 N 1.028 1.093 0.398  C1 1.442, H6 1.035, N8 1.448
10 O 2.373 -0.859 -0.106  C1 1.427, H4 1.026
11 O -2.430 -0.937 0.176  C3 1.246



Question: Which formula does entry 2 have?
Answer: C3H3N3O2



Repeat the second record exactly.
Density functional theory data (ωB97M-V with the def2-TZVPD basis set) for a single C3H3N3O2 molecule at a distorted geometry.

Structure (SMILES): O=C1N=N/C(=C/O)N1
Total energy in eV: -11722.1794
HOMO-LUMO gap in eV: 8.24

Bonds (Å) are listed after each position.
CARTESIAN COORDINATES (ANGSTROEM)
1 C -1.943 0.351 -0.066  C2 1.354, H5 1.061, O10 1.313
2 C -0.644 0.369 0.312  C1 1.354, N7 1.417, N9 1.455
3 C 1.513 -0.333 -0.062  N7 1.410, N8 1.417, O11 1.244
4 H -3.679 -0.728 -0.506  O10 1.128
5 H -2.479 1.259 0.055  C1 1.061
6 H -0.235 -1.617 0.494  N7 0.997
7 N 0.199 -0.766 0.209  C2 1.417, C3 1.410, H6 0.997
8 N 1.436 1.080 -0.147  C3 1.417, N9 1.281
9 N 0.238 1.493 0.035  C2 1.455, N8 1.281
10 O -2.618 -0.774 -0.125  C1 1.313, H4 1.128
11 O 2.585 -0.961 -0.102  C3 1.244



Question: Number 2 is which compound?
Answer: C3H3N3O2



Question: Which value of total energy does entry 1 give?
Answer: -11720.3870 eV